{"formula": "C12H32Si4", "method": "wB97M-V/def2-TZVPD", "max_force_ha_per_bohr": 0.0329, "relative_energy_ev": 0.0000, "homo_ev": -9.6, "homo_lumo_gap_ev": 10.3, "smiles": "C[Si]1(C)C[Si](C)(C)C[Si](C)(C)C[Si](C)(C)C1", "species": ["C", "Si", "C", "C", "Si", "C", "C", "C", "Si", "C", "C", "C", "Si", "C", "C", "C", "H", "H", "H", "H", "H", "H", "H", "H", "H", "H", "H", "H", "H", "H", "H", "H", "H", "H", "H", "H", "H", "H", "H", "H", "H", "H", "H", "H", "H", "H", "H", "H"], "coordinates": [[0.37, -2.24, 2.71], [-0.24, -0.59, 2.15], [-0.93, 0.21, 3.65], [1.13, 0.52, 1.44], [0.73, 2.12, 0.42], [2.10, 3.38, 0.30], [-0.73, 2.96, 1.22], [0.27, 1.66, -1.32], [1.02, 0.12, -2.14], [2.87, 0.15, -1.92], [0.52, -0.13, -3.94], [0.38, -1.28, -1.08], [-1.42, -1.65, -0.63], [-2.65, -1.04, -1.80], [-1.57, -3.46, -0.35], [-1.72, -0.79, 0.98], [-0.46, -2.74, 3.18], [1.10, -2.13, 3.50], [0.76, -2.83, 1.88], [-1.65, -0.50, 4.08], [-0.21, 0.46, 4.39], [-1.48, 1.10, 3.36], [1.94, -0.08, 0.97], [1.58, 1.04, 2.27], [2.22, 3.66, -0.76], [1.84, 4.24, 0.90], [3.05, 3.02, 0.67], [-0.43, 3.36, 2.20], [-1.01, 3.84, 0.62], [-1.60, 2.34, 1.20], [0.46, 2.56, -1.92], [-0.82, 1.54, -1.24], [3.25, 0.97, -1.27], [3.22, -0.79, -1.52], [3.33, 0.28, -2.89], [0.80, 0.75, -4.54], [1.00, -1.00, -4.36], [-0.55, -0.31, -3.99], [0.94, -1.25, -0.14], [0.73, -2.13, -1.67], [-3.65, -1.00, -1.34], [-2.37, -0.02, -2.10], [-2.72, -1.70, -2.63], [-2.58, -3.71, 0.03], [-1.37, -4.05, -1.26], [-0.89, -3.77, 0.42], [-2.53, -1.27, 1.51], [-2.04, 0.20, 0.74]], "nbo_charge": [-1.136, 1.733, -1.134, -1.387, 1.733, -1.133, -1.131, -1.403, 1.719, -1.132, -1.114, -1.406, 1.743, -1.149, -1.132, -1.396, 0.237, 0.240, 0.235, 0.233, 0.233, 0.237, 0.256, 0.250, 0.241, 0.239, 0.240, 0.238, 0.240, 0.232, 0.251, 0.248, 0.241, 0.239, 0.236, 0.240, 0.237, 0.240, 0.258, 0.249, 0.246, 0.239, 0.237, 0.236, 0.236, 0.239, 0.258, 0.247]}